65
Properties=species:S:1:pos:R:3:forces:R:3:lowdin_charge:R:1 method="wB97M-V/def2-TZVPD" molar_mass_g_mol=637.7 e_lumo_ev=1.02 spin_multiplicity=1 orbital_gap_ev=6.0 total_charge=-1 e_above_lowest_ev=1.838
S -2.1120 3.9884 -1.1006 -0.123 -0.887 0.584 0.6084
S -1.4858 -4.1767 2.4342 0.047 1.760 -2.704 0.6538
S 0.9493 -1.1669 0.6564 -1.121 -1.170 0.487 0.5301
Na -0.7030 1.1505 -1.1757 0.120 -0.235 0.084 0.2476
O 5.1532 -1.5698 -4.2178 1.647 0.951 0.346 -0.0572
O 6.1234 0.0953 -2.8629 0.725 -0.992 -1.128 -0.0477
O -1.7855 -5.4524 1.7998 0.208 0.970 0.683 -0.3232
O -2.4691 -3.5542 3.2803 -0.386 -0.630 0.749 -0.3358
N 1.1680 2.7085 -0.1666 0.850 -0.652 -1.176 0.1085
N 1.3167 0.7995 -2.2804 0.902 -1.217 -1.376 0.1269
N -1.1102 -2.9095 1.3212 1.100 -0.687 0.157 -0.0927
N -2.8593 1.6376 0.1271 -0.407 -0.608 0.774 0.0904
N -0.8915 -0.4381 -3.3375 -1.575 0.269 -0.449 0.1065
N -3.3892 3.6738 1.1936 0.500 -0.688 1.258 0.0801
C 0.1694 -2.5297 1.4503 -2.055 1.743 -2.038 -0.8271
C -3.5188 0.9559 1.1331 1.539 1.400 -1.671 -0.2726
C 3.3159 4.4666 0.1542 -0.592 0.314 0.008 -0.0696
C 1.7748 -4.5373 4.7026 -0.336 -0.758 0.945 -0.0985
C 0.8942 -3.2527 2.4452 1.308 -1.047 1.908 -0.2604
C 2.4355 1.4027 -1.8507 -0.030 -1.498 -1.010 -0.2343
C 0.4959 -4.8158 4.2838 -0.804 -0.211 -0.142 -0.0509
C -0.7751 -2.6393 -5.0518 1.964 -0.020 0.351 -0.0641
C 2.7080 -0.5347 -3.8038 0.066 1.221 0.787 0.0562
C 2.1073 4.6874 0.8103 -0.288 0.188 -0.499 -0.0913
C -3.9554 3.0410 2.2963 0.376 -1.615 -2.260 -0.2336
C -4.4720 3.8221 3.4509 0.630 1.192 -0.408 -0.0223
C 0.0978 -4.1658 3.1402 0.558 0.110 0.072 -0.2530
C 3.8572 0.0663 -3.2752 -0.382 0.364 0.381 -0.0737
C 5.2657 -0.5128 -3.5371 -1.582 -0.429 0.462 -0.6568
C 0.2998 -0.9040 -3.7116 -1.143 -0.861 -0.903 -0.2119
C -2.0093 -0.9299 -3.9265 2.085 -1.202 0.121 -0.0978
C 0.3991 -2.0306 -4.5671 -1.579 0.745 0.517 0.0216
C 3.4449 3.3369 -0.6225 -0.620 -1.233 -0.400 0.0032
C 1.4825 -0.1809 -3.2530 0.618 1.228 1.217 -0.1760
C -2.7616 3.0040 0.1068 -1.393 -0.349 0.820 -0.8273
C 2.3352 2.4356 -0.8538 -0.425 3.700 2.995 -0.1538
C -3.6605 -0.5294 1.0868 0.807 0.484 -0.920 -0.0083
C 3.7130 1.0512 -2.3013 -0.430 -0.562 -0.151 0.0515
C 1.0869 3.7897 0.6210 -1.382 -0.777 0.108 -0.1752
C -4.0546 1.6362 2.2059 -1.098 2.246 1.819 0.0051
C 2.2302 -3.0858 2.8360 -1.138 -0.520 -0.285 -0.0240
C 2.6415 -3.8086 3.9221 0.788 -0.248 0.414 -0.0879
C -1.9734 -2.0505 -4.7792 -1.039 1.562 0.549 -0.0843
H 4.3932 3.1063 -1.0885 -0.130 0.350 -0.108 0.0991
H -4.9724 3.1652 4.1566 -0.016 0.168 0.004 0.0827
H -4.6205 1.1185 3.0077 0.654 0.274 -0.659 0.1341
H -2.8975 -2.3403 -5.2518 -0.120 -0.413 0.085 0.0942
H -0.2061 -5.5124 4.7670 0.524 0.528 0.097 0.1283
H 4.0641 5.2559 0.1537 0.195 -0.426 0.184 0.1068
H -5.1187 4.6638 3.1140 0.179 -0.726 0.221 0.1008
H -0.6992 -3.5811 -5.5883 -0.059 0.285 -0.219 0.1079
H -3.1129 4.6536 1.2221 -0.491 -0.142 0.096 0.1210
H 2.8922 -2.4192 2.3378 0.250 0.318 -0.584 0.0850
H 2.0756 -4.8459 5.6934 0.348 -0.517 -0.108 0.1006
H -3.2405 -1.0093 1.9882 -0.512 0.111 -0.334 0.0946
H 3.6814 -3.9206 4.1756 0.352 0.723 0.216 0.1032
H -4.7272 -0.7069 0.9046 0.199 -0.424 0.325 0.0990
H 2.7753 -1.2395 -4.6162 0.383 -0.025 0.241 0.1034
H 0.0639 3.9888 1.0993 1.589 -0.444 -0.728 0.1042
H 1.3681 -2.3425 -4.8442 0.570 -0.786 -0.203 0.0868
H -3.5978 4.3181 3.9201 -0.458 -0.332 0.095 0.1011
H 4.6012 1.4511 -1.8184 -0.153 -0.327 -0.467 0.1051
H -2.9447 -0.5053 -3.6457 -0.500 0.437 0.179 0.0925
H -3.0760 -0.8685 0.2256 -0.207 -0.297 0.222 0.0797
H 1.8191 5.5967 1.3042 0.492 0.316 0.370 0.0914

***

64
Properties=species:S:1:pos:R:3:forces:R:3:lowdin_charge:R:1 method="wB97M-V/def2-TZVPD" molar_mass_g_mol=756.2 e_lumo_ev="-0.87 / -0.87" spin_multiplicity=1 orbital_gap_ev="5.5 / 5.5" total_charge=0 e_above_lowest_ev=0.987
In 2.0258 0.0505 -0.9904 0.019 0.411 0.078 0.7522
Se 2.8198 -0.2682 -3.6649 -0.430 -0.085 0.521 0.7098
Cl 5.7422 3.0795 3.0490 -0.260 0.315 0.192 0.5106
Cl 5.8900 0.3284 2.0363 0.649 0.700 0.714 0.4455
O -4.6799 0.9536 -1.4783 -0.861 -0.377 0.019 0.1153
O 0.9593 1.9143 -1.8728 0.019 0.501 0.187 -0.1431
O -0.9389 3.1562 -1.9960 1.164 -0.519 -0.203 0.0567
O -3.4343 2.6973 -2.1044 -1.060 -1.298 0.326 0.1052
N 0.5911 1.2872 -4.6698 1.468 1.020 -0.207 -0.0402
N -1.2520 -1.0125 -0.5864 -0.449 -1.687 0.978 0.0646
N 0.0502 -0.7525 -4.1652 -0.002 2.105 -1.055 0.1486
N -0.3443 -0.1228 -0.9643 -0.488 0.051 -0.500 0.0413
C -0.3018 2.0963 -1.8242 0.200 0.776 -0.276 -0.5459
C -1.0612 0.8793 -1.4944 2.382 -0.010 0.599 -0.1643
C -0.7338 1.1843 -5.0271 0.230 -3.010 1.263 -0.1376
C -2.9268 1.6524 -5.6464 -3.058 -0.118 -0.302 -0.0734
C -3.3082 0.3734 -5.2373 -1.665 -0.629 0.055 -0.0776
C 2.8993 -1.7610 4.3127 -0.559 0.201 -0.688 -0.0131
C -3.5994 1.4212 -1.6722 0.746 2.090 -0.824 -0.4775
C -2.4520 -0.5655 -4.7434 2.884 0.832 -0.472 0.0157
C 1.0643 0.1244 -4.2137 0.415 0.080 0.462 -0.7081
C 1.4809 -1.6340 4.1168 1.492 0.177 -1.266 -0.1588
C 0.6755 -1.7681 5.2103 -0.847 0.030 2.025 -0.0275
C -3.3545 -1.2032 2.9221 0.444 -0.891 0.219 -0.1052
C 2.5871 -2.0152 6.6482 1.087 -0.078 0.093 -0.1262
C -1.6791 2.0492 -5.5097 2.342 0.661 0.215 -0.0234
C -2.3812 0.6220 -1.4202 -2.801 0.123 0.066 -0.0792
C 0.9195 -1.3505 2.7380 1.755 -0.286 1.378 -0.2028
C 6.7020 1.6184 3.0648 -0.542 -0.650 -0.806 -0.9773
C 1.7040 -1.2659 1.6532 -0.154 0.059 -1.099 -0.2451
C -1.0654 -0.1455 -4.6788 -2.978 0.267 -0.213 -0.1383
C -2.5200 -0.6059 -0.8317 2.053 -0.296 0.237 0.0418
C 3.4448 -1.9628 5.5625 -2.202 0.575 -1.338 -0.0805
C -1.2290 0.0014 2.8609 0.939 -2.782 -1.007 -0.0014
C -2.6790 -2.4278 2.8547 -1.040 -0.294 -0.931 -0.0842
C 2.3213 -1.4209 0.5238 -0.830 0.031 0.447 -0.1866
C 1.2511 -1.8954 6.5165 -1.587 -0.199 -1.327 -0.0758
C -1.3028 -2.4372 2.6683 0.128 0.676 0.416 -0.0613
C -0.5344 -1.2431 2.7153 -2.178 -0.004 -0.231 -0.2348
C -2.6158 -0.0523 2.8939 -0.035 2.512 0.361 -0.1070
C 1.4761 2.4516 -4.8432 -0.012 -0.562 0.188 0.0027
H 0.1709 -1.6630 -3.8579 0.115 -1.881 0.580 0.1363
H -2.7137 -1.5790 -4.5403 -0.382 -0.385 0.370 0.1074
H -1.3700 3.0155 -5.7122 0.360 1.911 -0.558 0.1075
H -3.1530 0.9108 2.9529 0.245 -0.538 -0.078 0.1151
H -0.8049 -3.3870 2.5605 0.269 -0.122 0.013 0.1178
H -2.4884 2.9857 -2.1034 0.491 -0.199 0.109 0.0372
H -3.6842 2.3633 -6.0236 0.462 -0.604 0.306 0.1347
H -3.3689 -1.1623 -0.5505 -0.718 -0.441 0.249 0.1355
H -0.5938 0.8617 2.7754 -0.295 0.665 0.326 0.1170
H 7.6469 1.8834 2.6114 0.134 -0.356 -0.003 0.0161
H -0.9731 -1.8175 0.0108 -0.156 0.883 -0.685 0.1748
H 3.0638 -2.1690 7.5772 0.091 -0.015 1.216 0.0890
H -0.4253 -1.7686 5.1164 0.766 0.204 0.102 0.1157
H -4.3711 0.1151 -5.2596 0.351 0.078 -0.193 0.1213
H -4.4236 -1.1167 3.0244 -0.157 -0.248 -0.061 0.1011
H -3.2797 -3.3663 2.7849 0.719 0.768 0.284 0.1149
H 3.5223 -1.6786 3.4203 -0.014 0.023 0.288 0.0931
H 0.6291 -1.9286 7.3991 -0.220 -0.062 -0.071 0.0991
H 4.4664 -1.9437 5.7199 1.954 -0.300 0.113 0.0787
H 0.9619 3.3908 -4.7874 -0.608 0.218 0.255 0.0984
H 1.9166 2.3618 -5.8078 0.463 0.053 -0.865 0.0913
H 6.7948 1.2396 4.0764 -0.030 -0.029 -0.105 0.0237
H 2.2666 2.4217 -4.0994 -0.217 -0.041 0.116 0.0604

***

71
Properties=species:S:1:pos:R:3:forces:R:3:lowdin_charge:R:1 method="wB97M-V/def2-TZVPD" molar_mass_g_mol=870.4 e_lumo_ev=-4.83 spin_multiplicity=1 orbital_gap_ev=6.8 total_charge=+1 e_above_lowest_ev=1.057
Ta 0.0908 1.6171 0.7207 0.393 0.782 0.797 1.5587
Cl -0.1298 3.1113 -3.6103 0.012 -0.076 0.039 0.6229
Cl -1.5787 0.9232 2.1135 -0.386 -0.438 0.477 0.2985
P 0.4356 -1.0475 0.0856 -0.388 -0.552 0.228 1.0607
O 2.1540 0.5016 -2.0168 0.382 -0.255 0.188 0.1177
O 0.6774 1.8641 -1.0425 0.614 -0.175 -1.811 -0.3473
O 2.9130 2.5014 0.6361 -0.027 0.000 -0.077 -0.0212
N 1.8984 1.5835 4.3405 -0.104 0.189 -0.157 -0.0133
N 1.7519 2.9323 4.3897 0.166 -0.370 0.232 0.0864
N -4.9629 -2.0693 -1.1279 0.053 0.194 0.030 0.1978
N 1.4442 1.1050 3.2445 0.054 0.193 0.179 -0.0504
N 0.9703 2.1600 2.5103 -0.068 -0.146 -0.026 -0.2460
N -0.3766 5.6514 -0.1459 0.068 -0.273 0.186 -0.0082
N 0.8298 4.4928 2.8503 -0.061 0.075 -0.006 0.1902
N -0.0956 3.7287 0.7733 0.065 -0.320 -0.279 -0.1221
N 2.5183 1.1739 0.7158 -0.596 0.466 -0.242 -0.1196
N 0.1287 5.8935 1.0913 -0.093 0.186 -0.318 0.0831
N -2.1574 1.7207 -0.5209 0.157 -0.025 0.338 -0.0551
N -0.5004 4.4033 -0.3650 0.196 0.374 0.216 -0.0746
C 1.4381 2.3392 -3.3109 -0.337 0.206 0.028 -0.4588
C -4.6012 -0.9824 -1.0316 -0.007 -0.001 -0.037 -0.1490
C -2.9288 2.8062 -0.6881 0.091 -0.167 -0.200 -0.0951
C 2.0057 -1.8177 0.6189 -0.090 0.029 -0.016 -0.2653
C 1.1790 3.2473 3.2579 -0.015 0.007 0.079 -0.4435
C -0.7490 -1.1386 -3.8343 0.006 -0.014 -0.007 -0.0454
C -1.8274 -2.7034 0.4243 -0.035 -0.017 -0.006 -0.1008
C -1.5490 -2.7846 3.1905 -0.007 -0.002 -0.021 -0.0592
C -4.8849 1.4896 -1.0823 -0.180 -0.004 -0.036 0.0255
C 0.2251 -3.2764 -3.3443 0.019 -0.013 0.018 -0.0481
C 1.9797 -3.1810 0.8969 0.030 -0.057 0.002 -0.0799
C -2.7529 -3.3988 1.1975 -0.008 -0.022 0.014 -0.0618
C -0.4199 -2.4271 -4.2312 0.019 -0.005 0.003 -0.0504
C -0.7753 -2.0311 1.0360 0.079 -0.054 0.004 -0.4327
C -2.6127 -3.4413 2.5754 0.017 0.011 -0.012 -0.0537
C -2.7497 0.5251 -0.6246 0.040 0.153 -0.111 -0.1608
C 1.4639 1.4705 -2.0823 -0.280 0.529 0.180 -0.6157
C -4.0897 0.3615 -0.9190 -0.012 -0.214 -0.040 -0.1729
C -0.4508 -0.7140 -2.5492 -0.088 -0.086 -0.037 -0.1206
C -0.6392 -2.0750 2.4279 -0.001 0.004 -0.018 -0.1591
C 3.1388 -3.8810 1.2076 -0.032 -0.007 -0.001 -0.0303
C 4.3914 -1.8638 0.9776 0.149 -0.010 0.035 -0.0109
C 4.3559 -3.2260 1.2248 0.031 -0.007 0.000 -0.0347
C 3.4242 0.3008 0.6110 -0.104 -0.458 0.087 -0.0611
C 3.2305 -1.1470 0.7053 0.090 0.205 -0.011 -0.1846
C 0.5186 -2.8543 -2.0551 -0.033 -0.042 -0.039 -0.0629
C 0.2988 4.7137 1.6171 -0.059 -0.067 0.077 -0.4300
C -4.2858 2.7248 -0.9615 0.009 0.075 -0.012 -0.0047
C 0.1632 -1.5747 -1.6399 0.059 0.163 -0.023 -0.3526
H 1.0796 5.2866 3.4193 0.008 0.013 0.000 0.1701
H 5.2696 -3.7640 1.4417 -0.035 0.033 0.010 0.1204
H 1.6804 1.7133 -4.1606 0.099 -0.049 -0.043 0.0922
H 3.8750 2.5396 0.5125 0.026 0.001 0.000 0.1228
H -0.6775 0.3085 -2.2797 -0.166 -0.048 0.034 0.0673
H 3.0791 -4.9379 1.4335 0.010 0.019 -0.039 0.1210
H -5.9422 1.3901 -1.2936 0.042 0.010 0.003 0.1371
H -1.2270 -0.4579 -4.5274 0.001 0.002 0.019 0.1158
H -2.1546 -0.3529 -0.4472 0.081 -0.089 0.032 0.0563
H 2.1913 3.1176 -3.2033 0.020 0.042 0.011 0.0993
H -1.4332 -2.8212 4.2669 -0.016 0.008 -0.049 0.1158
H 1.0388 -3.7145 0.8785 0.012 0.016 0.023 0.1121
H -0.6522 -2.7637 -5.2336 0.008 0.012 0.029 0.1152
H 0.1758 -1.5482 2.9153 -0.016 -0.017 -0.008 0.0965
H -2.4306 3.7577 -0.6282 0.018 0.065 0.045 0.0813
H 4.4543 0.6395 0.5118 0.046 -0.005 -0.007 0.1517
H 5.3380 -1.3375 1.0178 -0.021 -0.021 0.020 0.1228
H -1.9398 -2.6987 -0.6543 0.008 0.000 0.034 0.1037
H 0.5052 -4.2751 -3.6530 -0.010 0.014 -0.001 0.1149
H -4.8575 3.6361 -1.0747 0.044 -0.037 -0.002 0.1248
H 1.0294 -3.5332 -1.3865 -0.031 0.005 0.001 0.1002
H -3.5784 -3.9058 0.7122 0.046 0.046 0.022 0.1058
H -3.3311 -3.9861 3.1758 0.037 0.016 -0.028 0.1135